Formula: C4H5N3
Source: the OMol25 dataset
Level of theory: the ωB97M-V functional and the def2-TZVPD basis

```
12
Properties=species:S:1:pos:R:3:forces:R:3
H -0.8877 -2.5603 0.3822 0.06 2.11 -0.25
N -1.2107 -1.5579 0.1811 -3.71 -6.06 1.26
C -0.4699 -0.6107 0.0063 3.08 -0.74 -0.51
C -1.2687 0.4851 -0.3032 -4.45 9.75 1.90
C -2.0295 1.5185 -0.0398 4.49 -3.41 -0.94
N 0.9323 -0.9067 -0.0383 -2.34 0.59 0.40
N 1.9050 0.0167 -0.2117 1.50 -0.67 -1.50
C 1.7417 1.1895 0.2209 -3.31 0.70 1.87
H -2.2942 2.6289 0.2351 0.31 -3.00 -1.01
H 0.8608 -1.9269 -0.3096 2.09 1.88 0.06
H 0.7857 1.4019 0.8767 1.70 -0.19 -1.22
H 2.3072 2.0970 -0.0080 0.58 -0.96 -0.06
```
Forces are in eV/Å.

Summary:
HOMO   -9.0 eV
LUMO energy   0.35 eV
Maximum force   10.89 eV/Å
2S+1   1
SMILES   [H]/N=C(/C#C)NN=C

natural (NBO) atomic charge list, values in e, 5 entries: 0.34, -0.63, 0.30, -0.05, -0.19